Entry 1:
129
Properties=species:S:1:pos:R:3 method="wB97M-V/def2-TZVPD" molar_mass_g_mol=918.451 charge=+1 homo_ev=-9.091 energy_ev=-137195.350 homo_lumo_gap_ev=5.01 lumo_ev=-4.1 fmax_ev_per_a=10.61
C -5.2254 2.1620 -2.2103
C -4.1679 2.3110 -0.9289
O -3.9585 0.9546 -0.3990
C -2.9085 0.9161 0.6367
C -1.5043 0.2457 0.1208
N -0.8561 0.7178 -1.1624
C -0.5397 -0.2173 -2.1564
C 0.2076 0.2282 -3.5461
C 1.1284 1.5793 -3.4421
C 2.7628 1.2277 -3.4503
C 0.7294 2.5360 -4.7508
C -1.0364 -1.7320 -1.6495
C -2.5144 -2.2671 -2.1568
C -2.9212 -3.7583 -1.5892
C -4.1769 -4.4637 -2.4243
F -3.8065 -5.9034 -2.6917
C 0.1273 -2.8403 -1.9764
C 0.0783 -3.4736 -3.4898
O 1.3763 -3.2176 -4.1316
Si 2.3858 -4.6516 -4.2136
C 2.1532 -5.9056 -2.7720
C 4.2380 -3.9968 -4.2105
C 2.1723 -5.4986 -5.9728
C -1.3753 -1.3813 -0.0496
C -0.2551 -1.7669 1.0866
O -0.6027 -2.2596 2.3067
N 1.2079 -1.5214 0.7897
C 2.0457 -1.3615 2.0389
O 2.5457 -2.5027 2.5777
F 2.2450 -0.0040 2.5971
H -4.9227 1.1463 -2.7543
H -6.3156 2.0153 -1.8043
H -5.1188 3.0850 -2.9513
H -3.1807 2.8085 -1.3717
H -4.6210 3.0768 -0.1687
H -3.3311 0.4492 1.6413
H -2.6515 2.0490 0.9124
H -0.6836 0.5341 0.9264
H -0.7081 1.7586 -1.1604
H -0.5841 0.2427 -4.4311
H 0.9553 -0.6615 -3.8183
H 0.9481 2.2384 -2.4927
H 3.0693 0.8032 -2.3884
H 3.0418 0.3949 -4.2370
H 3.4137 2.2171 -3.5873
H 0.8397 3.6628 -4.3980
H 1.4063 2.3243 -5.6925
H -0.4279 2.3541 -4.9607
H -2.6392 -2.2757 -3.3313
H -3.3498 -1.5253 -1.7555
H -2.0512 -4.5427 -1.6057
H -3.2473 -3.6453 -0.4594
H -4.2768 -3.8714 -3.4292
H -5.1281 -4.4228 -1.7350
H 1.1851 -2.3907 -1.7532
H -0.0421 -3.7470 -1.2202
H -0.7417 -2.9663 -4.1938
H -0.2269 -4.6067 -3.4232
H 1.6422 -6.8857 -3.2233
H 1.4041 -5.4510 -1.9685
H 3.1389 -6.1975 -2.2130
H 4.2391 -3.0190 -4.8958
H 4.5416 -3.6498 -3.1339
H 4.9810 -4.7737 -4.6967
H 2.4473 -4.6884 -6.7997
H 1.1004 -5.9433 -6.1331
H 3.0376 -6.3144 -6.0493
H -2.4686 -1.7340 0.2753
H 1.3066 -0.7245 0.1236
C 2.8469 0.8485 7.5527
S 1.5882 1.7588 6.6259
O 0.3268 1.7371 7.4377
C 1.4075 0.5329 5.3080
H 3.0924 1.4149 8.4542
H 2.4644 -0.1348 7.8360
H 3.7444 0.7398 6.9392
H 1.1147 -0.4307 5.7314
H 2.3528 0.4345 4.7691
H 0.6326 0.8758 4.6181
C -0.9385 -0.4804 9.4733
S -2.5886 -1.2044 9.6301
O -2.7494 -1.6567 11.0514
C -2.2422 -2.6708 8.6290
H -0.9063 0.4416 10.0587
H -0.1871 -1.1767 9.8529
H -0.7398 -0.2489 8.4242
H -1.4096 -3.2304 9.0615
H -2.0000 -2.3665 7.6080
H -3.1344 -3.3014 8.6159
C -8.7657 4.6452 -2.6192
S -8.4661 3.7053 -4.1354
O -7.0072 3.3574 -4.1695
C -8.7202 5.0943 -5.2662
H -8.6233 3.9801 -1.7641
H -8.0624 5.4784 -2.5508
H -9.7921 5.0193 -2.6186
H -8.0196 5.8994 -5.0326
H -9.7482 5.4535 -5.1775
H -8.5457 4.7474 -6.2876
C 7.2132 3.1395 -3.8487
S 6.5157 4.3002 -2.6495
O 5.0273 4.1130 -2.6537
C 6.8785 5.7926 -3.6053
H 7.0646 2.1233 -3.4759
H 6.7092 3.2491 -4.8118
H 8.2831 3.3299 -3.9611
H 6.3952 5.7367 -4.5835
H 7.9596 5.8948 -3.7259
H 6.4927 6.6572 -3.0597
C 1.4774 7.0697 -1.6016
S 2.0931 5.3703 -1.6715
O 1.1880 4.5999 -2.5868
C 1.6418 4.9410 0.0269
H 1.6213 7.5321 -2.5810
H 0.4135 7.0719 -1.3531
H 2.0394 7.6308 -0.8514
H 0.5677 5.0759 0.1737
H 2.1983 5.5730 0.7231
H 1.9026 3.8944 0.2019
C 3.2756 -4.2928 8.9670
S 2.0169 -3.3826 8.0403
O 0.7555 -3.4042 8.8521
C 1.8362 -4.6085 6.7224
H 3.5211 -3.7264 9.8685
H 2.8931 -5.2762 9.2504
H 4.1730 -4.4016 8.3535
H 1.5433 -5.5720 7.1458
H 2.7815 -4.7068 6.1835
H 1.0612 -4.2655 6.0325


Entry 2:
128
Properties=species:S:1:pos:R:3 method="wB97M-V/def2-TZVPD" molar_mass_g_mol=870.291 charge=0 smiles="O=S1(=O)CCCC1.O=S1(=O)CCCC1.O=S1(=O)CCCC1.O=S1(=O)CCCC1.O=S1(=O)CCCC1.COC[C@H](C)N.CC(C)O.CC(C)O.CC(C)O" homo_ev=-8.723 energy_ev=-119764.864 homo_lumo_gap_ev=8.83 lumo_ev=0.1 fmax_ev_per_a=3.44 de_lowest_kcal_mol=23.91
O 0.2070 -2.0534 -0.5234
S 0.0251 -0.6909 -0.0863
O -1.1004 0.1556 -0.4396
C 0.2502 -0.5497 1.7479
C 1.6491 0.0808 1.9550
C 1.9871 0.9970 0.7436
C 1.5670 0.2525 -0.4840
H 0.1545 -1.5638 2.1281
H -0.5546 0.1341 2.0158
H 1.8397 0.5867 2.8977
H 2.3561 -0.7522 1.9078
H 3.0379 1.2850 0.7278
H 1.4503 1.9506 0.7666
H 2.3131 -0.5146 -0.7085
H 1.4404 0.8354 -1.3951
O 1.3533 -3.0112 4.4820
S 0.0340 -3.5203 4.7112
O -0.6994 -4.1448 3.6376
C -0.0485 -4.5650 6.1897
C -1.1004 -3.9269 7.0987
C -1.9203 -2.8459 6.3762
C -0.9816 -2.1486 5.3661
H 0.9179 -4.4317 6.6750
H -0.1816 -5.5864 5.8464
H -1.8300 -4.7109 7.3222
H -0.7340 -3.6441 8.0835
H -2.3576 -2.1817 7.1178
H -2.7277 -3.3715 5.8662
H -0.2504 -1.5647 5.9322
H -1.3194 -1.5106 4.5515
O -0.4555 -5.7794 -5.3434
S -1.5294 -4.9909 -4.8021
O -2.4012 -4.1657 -5.6449
C -2.6063 -5.9963 -3.7542
C -2.7206 -5.1934 -2.4404
C -1.3080 -4.6666 -2.1838
C -0.8967 -3.9121 -3.4518
H -2.0254 -6.9034 -3.5676
H -3.4646 -6.3132 -4.3407
H -3.4649 -4.4069 -2.5958
H -3.1909 -5.7926 -1.6600
H -0.6079 -5.4673 -1.9430
H -1.2164 -3.9191 -1.3928
H 0.1436 -3.6537 -3.6230
H -1.5144 -3.0219 -3.5698
O 5.6000 6.2479 2.4750
S 5.5190 4.8376 2.1786
O 5.7497 4.4176 0.8020
C 6.5474 3.8286 3.3380
C 5.5947 2.8244 3.9885
C 4.2151 2.8379 3.3202
C 3.8991 4.1803 2.6959
H 6.8875 4.6247 3.9935
H 7.2985 3.3296 2.7328
H 5.9033 1.7817 4.0000
H 5.5084 3.1438 5.0294
H 3.3455 2.5701 3.9209
H 4.2169 2.1421 2.4752
H 3.5630 4.9014 3.4508
H 3.1788 4.3632 1.9014
O -3.3415 -0.6092 3.1868
S -4.2809 -1.4975 2.5006
O -5.6915 -1.4925 2.8500
C -4.0080 -1.2650 0.7393
C -3.6506 -2.6282 0.0905
C -2.8566 -3.4099 1.1698
C -3.6280 -3.1919 2.4902
H -3.1939 -0.5550 0.5942
H -4.8610 -0.7035 0.3556
H -4.5524 -3.1169 -0.2720
H -2.9390 -2.4722 -0.7202
H -1.8258 -3.0554 1.2225
H -2.7198 -4.4753 0.9846
H -3.1920 -3.3644 3.4716
H -4.5329 -3.8044 2.4653
C 0.6939 0.1872 -4.0360
O 0.2857 -0.9296 -4.7907
C -0.9454 -0.7196 -5.4449
C -1.1076 -1.4646 -6.7401
C -0.0172 -0.9613 -7.7310
N -2.4179 -1.1882 -7.3170
H 0.6944 1.1159 -4.6079
H 1.6982 0.0676 -3.6251
H 0.0411 0.2037 -3.1538
H -1.7919 -1.0172 -4.8060
H -1.1005 0.3561 -5.5996
H -0.7952 -2.5092 -6.7114
H -0.0856 -1.4099 -8.7235
H 0.9683 -1.2371 -7.3385
H 0.0652 0.1260 -7.8381
H -2.6567 -0.2429 -7.0298
H -2.3491 -1.1546 -8.3250
C 3.7361 2.7208 -4.9034
C 3.3895 2.7970 -3.3890
C 4.2544 3.8361 -2.7077
O 2.0258 3.0893 -3.2217
H 3.2936 3.5985 -5.3777
H 3.3690 1.8053 -5.3653
H 4.8112 2.7754 -5.0787
H 3.6070 1.8428 -2.9051
H 4.1257 4.8894 -2.9678
H 5.3141 3.6243 -2.8825
H 4.1853 3.7981 -1.6164
H 1.7974 3.9933 -3.4508
C -3.0381 3.6416 -2.8323
C -2.0666 2.9934 -1.8590
C -1.3565 3.8984 -0.8680
O -2.8179 2.0246 -1.0876
H -3.4447 3.0479 -3.6479
H -2.6635 4.6181 -3.1544
H -3.9506 3.9704 -2.3177
H -1.3708 2.3651 -2.4242
H -0.7657 3.2091 -0.2622
H -1.9866 4.5225 -0.2381
H -0.6544 4.5569 -1.3898
H -2.1918 1.3039 -0.8679
C -0.3555 1.9093 4.7497
C -0.5584 2.9800 3.7106
C -1.5702 4.0231 4.1800
O 0.6737 3.5775 3.3708
H -1.2348 1.2895 4.9586
H 0.0078 2.2853 5.7107
H 0.3143 1.0895 4.4671
H -0.9467 2.4690 2.8246
H -2.5442 3.5861 4.3877
H -1.6362 4.8304 3.4492
H -1.1864 4.5164 5.0798
H 0.9838 4.1031 4.1173


Entry 3:
147
Properties=species:S:1:pos:R:3 method="wB97M-V/def2-TZVPD" molar_mass_g_mol=1140.849 charge=0 smiles="COP(=O)(OC)OC.COP(=O)(OC)OC.COP(=O)(OC)OC.COC(=O)OC.COC(=O)OC.COC(=O)OC.COC(=O)OC.COC(=O)OC.COC(=O)OC.COC(=O)OC.COC(=O)OC" homo_ev=-10.320 energy_ev=-137014.690 homo_lumo_gap_ev=10.53 lumo_ev=0.2 fmax_ev_per_a=4.48 de_lowest_kcal_mol=0.00
C 1.8094 -12.1495 10.4941
O 0.4074 -12.2643 10.1916
P -0.7253 -12.6545 11.3098
O -0.5422 -13.8778 12.0692
O -0.8755 -11.2692 12.1355
C -0.3289 -11.0576 13.4141
O -2.0739 -12.6118 10.4319
C -2.2174 -13.5687 9.3755
H 2.4434 -12.8221 9.9163
H 1.9109 -12.4446 11.5384
H 2.2686 -11.1666 10.3882
H -1.1241 -11.0856 14.1591
H 0.0699 -10.0432 13.4041
H 0.3861 -11.8251 13.7104
H -1.8171 -14.5578 9.5981
H -1.9314 -13.1758 8.3998
H -3.2826 -13.7949 9.3278
C -16.2144 -5.9676 -0.1801
O -17.3463 -5.6937 0.6021
P -17.1756 -5.0802 2.1250
O -16.1669 -4.0055 2.2575
O -17.0319 -6.3530 3.1703
C -15.7658 -6.8005 3.5924
O -18.6676 -4.4833 2.3412
C -18.9877 -3.6950 3.5063
H -15.4335 -6.4340 0.4205
H -15.9785 -5.0336 -0.6901
H -16.3591 -6.7460 -0.9292
H -15.8759 -7.4032 4.4939
H -15.0369 -6.0035 3.7393
H -15.3360 -7.3918 2.7839
H -19.9334 -3.9703 3.9733
H -19.0620 -2.6516 3.1999
H -18.2757 -3.7932 4.3258
C -17.6396 -26.2081 5.1767
O -16.9181 -25.1809 4.4540
P -15.3233 -25.0629 4.4795
O -14.7183 -24.7355 5.8085
O -15.0413 -23.9883 3.3242
C -14.9691 -22.5385 3.5670
O -14.8797 -26.5012 3.8738
C -14.8916 -27.6584 4.7320
H -17.4836 -27.1510 4.6524
H -18.6638 -25.8358 5.1537
H -17.2986 -26.2923 6.2085
H -15.7329 -22.1470 4.2388
H -15.0905 -22.0598 2.5953
H -13.9450 -22.3072 3.8600
H -14.0435 -28.3406 4.6738
H -15.6621 -28.3535 4.3986
H -15.1006 -27.4669 5.7846
C -4.7616 -8.5030 -7.4058
O -5.2027 -9.0309 -6.1694
C -6.3591 -9.7326 -6.1237
O -7.1338 -10.0509 -7.0253
O -6.5614 -10.0724 -4.8143
C -7.7117 -10.7687 -4.3874
H -4.6066 -9.2937 -8.1398
H -3.7516 -8.1198 -7.2598
H -5.3599 -7.6719 -7.7790
H -8.1908 -10.4355 -3.4668
H -7.4807 -11.8336 -4.3621
H -8.5048 -10.8491 -5.1308
C -7.3903 -9.2517 2.7796
O -8.4382 -9.4856 3.7472
C -8.2303 -10.3132 4.7150
O -7.1838 -10.8594 5.0310
O -9.4188 -10.5288 5.4135
C -9.4290 -11.4690 6.5236
H -6.6047 -8.5073 2.9093
H -7.9182 -9.0246 1.8534
H -6.9063 -10.1880 2.5018
H -8.6582 -11.3521 7.2854
H -9.3166 -12.5281 6.2920
H -10.3759 -11.4116 7.0606
C -9.1099 -16.0228 3.0865
O -10.1803 -15.0957 2.8542
C -10.8051 -15.0042 1.6734
O -10.4359 -15.6397 0.7170
O -11.8866 -14.2238 1.8211
C -12.8057 -14.1233 0.7028
H -8.1554 -15.7552 2.6334
H -9.3912 -17.0346 2.7947
H -8.9289 -16.1172 4.1572
H -13.8610 -14.1565 0.9735
H -12.6263 -14.9706 0.0409
H -12.7459 -13.2329 0.0770
C 1.7404 -18.3105 5.1600
O 1.5351 -17.3647 4.1163
C 0.2456 -17.1656 3.7180
O -0.7051 -17.5408 4.3528
O 0.1987 -16.5424 2.5444
C -1.0978 -16.2682 1.8475
H 1.1905 -19.2496 5.0989
H 1.4992 -17.8066 6.0959
H 2.7882 -18.6043 5.0963
H -1.7639 -17.1122 1.6686
H -0.8782 -15.7097 0.9376
H -1.6490 -15.7375 2.6237
C -6.9068 -21.2956 7.7945
O -7.7194 -21.3907 8.9662
C -8.9035 -20.8465 9.0192
O -9.5434 -20.3489 8.1163
O -9.3399 -21.1951 10.2098
C -10.7308 -21.2343 10.5376
H -7.4760 -21.1991 6.8700
H -6.1885 -22.1125 7.7246
H -6.2749 -20.4076 7.8132
H -10.9077 -21.8272 11.4350
H -11.1820 -21.8460 9.7563
H -11.2517 -20.2919 10.7073
C -16.2632 -21.7966 -4.7434
O -17.0989 -20.6152 -4.7629
C -16.7249 -19.5170 -4.1100
O -15.5804 -19.1728 -3.6949
O -17.8377 -18.7210 -3.9592
C -17.6697 -17.4334 -3.5497
H -16.2548 -22.1385 -3.7084
H -15.2750 -21.5071 -5.1008
H -16.8386 -22.5407 -5.2942
H -17.0826 -17.4562 -2.6316
H -18.6217 -16.9389 -3.3564
H -17.0851 -16.8858 -4.2889
C -4.1324 -24.2073 -0.2987
O -5.4760 -24.0684 -0.7302
C -6.0766 -22.8674 -0.5608
O -5.4965 -21.8491 -0.2104
O -7.3938 -22.9545 -0.9045
C -8.2370 -21.8142 -1.1675
H -4.1272 -24.7301 0.6577
H -3.5444 -23.2908 -0.3479
H -3.8518 -24.8950 -1.0965
H -7.9870 -21.3848 -2.1377
H -8.0924 -20.9895 -0.4696
H -9.2847 -22.1097 -1.2216
C -19.9630 -18.0331 2.2936
O -19.5899 -16.7708 2.8358
C -19.3178 -16.5292 4.1221
O -19.3970 -17.3678 5.0204
O -18.8396 -15.2768 4.2062
C -18.1710 -14.8210 5.4201
H -20.2767 -17.9601 1.2522
H -20.6327 -18.6018 2.9386
H -19.0785 -18.6700 2.2912
H -18.7608 -15.0489 6.3080
H -17.9641 -13.7548 5.3274
H -17.1437 -15.1716 5.5193